{"formula": "C4H8FNO2", "method": "wB97M-V/def2-TZVPD", "symbols": ["C", "C", "C", "C", "H", "H", "H", "H", "H", "H", "H", "H", "N", "O", "O", "F"], "coordinates": [[-1.50, 1.39, -0.23], [-1.59, 0.05, 0.43], [-0.40, -0.81, 0.57], [2.48, 0.14, 0.07], [-1.00, 1.27, -1.27], [-2.50, 1.79, -0.25], [-0.84, 2.04, 0.22], [-2.06, 0.32, 1.43], [0.13, -0.34, 1.43], [-0.78, -1.79, 0.73], [2.13, -1.98, -0.40], [3.61, -0.11, 0.44], [1.74, -0.93, -0.27], [0.43, -0.61, -0.50], [2.00, 1.30, 0.11], [-2.69, -0.54, -0.27]], "homo_lumo_gap_ev": 10.772, "e_tot_ha": -462.2046, "smiles": "C[C@@H](F)CONC=O", "e_above_lowest_ev": 3.186, "homo_ev": -10.17, "fmax_ev_per_a": 4.10}

***

{"formula": "C4H8FP", "method": "wB97M-V/def2-TZVPD", "symbols": ["C", "C", "C", "C", "F", "P", "H", "H", "H", "H", "H", "H", "H", "H"], "coordinates": [[-0.70, -0.10, -0.33], [2.65, 0.03, 0.15], [-3.21, -0.36, 0.55], [1.80, 0.88, -0.79], [-0.66, -1.45, -0.51], [-1.88, 0.88, 0.26], [2.08, -0.91, 0.48], [2.92, 0.64, 1.11], [3.54, -0.30, -0.40], [-3.63, -0.73, -0.43], [-2.67, -1.09, 1.06], [-4.05, 0.04, 1.17], [2.08, 0.59, -1.80], [1.73, 1.90, -0.52]], "homo_lumo_gap_ev": [7.674, 7.677], "e_tot_ha": -598.2123, "e_above_lowest_ev": 4.407, "homo_ev": [-8.36, -8.36], "fmax_ev_per_a": 3.09}

***

{"formula": "C4H8INO4P", "method": "wB97M-V/def2-TZVPD", "symbols": ["C", "C", "C", "C", "N", "O", "O", "O", "O", "P", "I", "H", "H", "H", "H", "H", "H", "H", "H"], "coordinates": [[2.20, 0.67, -0.25], [0.25, -0.39, -1.24], [-1.17, -0.84, -0.84], [0.84, 0.26, 0.08], [0.88, -0.45, 1.32], [2.65, 1.08, -1.30], [-1.96, 1.89, -0.46], [3.04, 0.62, 0.82], [-1.76, 0.47, 1.56], [-2.06, 0.56, 0.13], [-4.47, -0.46, -0.15], [0.23, 0.38, -2.02], [0.91, -1.28, -1.35], [-1.78, -1.22, -1.62], [-1.20, -1.54, 0.06], [0.26, 1.34, 0.36], [-0.01, -0.08, 1.93], [2.42, 0.38, 1.57], [0.73, -1.41, 1.40]], "homo_lumo_gap_ev": 8.590, "e_tot_ha": -1152.1487, "smiles": "N[C@H](CC[P@](=O)([O-])I)C(=O)O", "e_above_lowest_ev": 0.489, "homo_ev": -5.68, "fmax_ev_per_a": 5.44, "charge": -1}

***

{"formula": "C4H8IO2P", "method": "wB97M-V/def2-TZVPD", "symbols": ["C", "C", "C", "C", "O", "O", "P", "I", "H", "H", "H", "H", "H", "H", "H", "H"], "coordinates": [[1.32, -0.41, -2.20], [0.62, -1.54, -2.85], [-0.12, 1.62, 2.35], [-0.24, 0.80, 1.05], [2.45, -0.08, -2.24], [0.49, 0.07, -1.21], [1.24, 0.83, 0.04], [2.31, -1.87, 1.73], [-0.35, -1.36, -2.83], [0.87, -2.46, -2.14], [0.96, -1.76, -3.96], [0.21, 2.68, 2.19], [-1.09, 1.73, 2.96], [0.76, 1.07, 2.96], [-1.01, 1.27, 0.34], [-0.56, -0.20, 1.29]], "homo_lumo_gap_ev": [6.475, 6.527], "e_tot_ha": -946.7023, "e_above_lowest_ev": 2.228, "homo_ev": [-8.64, -8.66], "fmax_ev_per_a": 6.20}

***

{"formula": "C4H8IPdS2", "method": "wB97M-V/def2-TZVPD", "symbols": ["C", "C", "C", "I", "C", "S", "S", "H", "H", "H", "H", "H", "H", "H", "H", "Pd"], "coordinates": [[-0.98, 0.29, -1.44], [0.10, -0.53, -0.74], [0.73, 0.33, 0.39], [2.85, 0.62, 0.08], [0.64, -0.30, 1.71], [1.35, -1.89, 2.01], [-0.73, -0.10, 2.65], [-0.47, 1.02, -2.11], [-1.60, -0.36, -2.06], [-1.62, 0.83, -0.74], [-0.31, -1.47, -0.37], [0.87, -0.75, -1.48], [0.28, 1.32, 0.39], [0.22, -2.58, 1.78], [-1.43, 0.72, 1.83], [0.08, 2.84, -1.90]], "homo_lumo_gap_ev": 4.408, "e_tot_ha": -1378.7586, "homo_ev": -11.12, "fmax_ev_per_a": 3.08, "charge": 1}

***

{"formula": "C4H8MgO3Yb", "method": "wB97M-V/def2-TZVPD", "symbols": ["O", "Mg", "Yb", "O", "O", "C", "C", "C", "C", "H", "H", "H", "H", "H", "H", "H", "H"], "coordinates": [[-2.53, -0.82, -0.86], [-2.95, 0.91, -1.52], [-1.87, -0.20, 0.62], [-1.31, 1.41, -0.66], [0.39, 0.01, 0.85], [1.09, -1.26, 0.86], [0.94, 1.01, -0.01], [0.15, -2.32, 0.41], [-0.10, 2.05, -0.40], [1.52, -1.43, 1.86], [1.95, -1.19, 0.18], [1.22, 0.49, -0.94], [1.84, 1.45, 0.45], [-0.82, -2.16, -0.42], [-0.28, 2.82, 0.38], [0.28, 2.60, -1.27], [0.47, -3.36, 0.49]], "homo_lumo_gap_ev": [6.489, 8.654], "e_tot_ha": -1741.0338, "homo_ev": [-16.26, -18.41], "fmax_ev_per_a": 9.34, "multiplicity": 3, "charge": 2}

***

{"formula": "C4H8MnO", "method": "wB97M-V/def2-TZVPD", "symbols": ["H", "C", "C", "C", "C", "O", "Mn", "H", "H", "H", "H", "H", "H", "H"], "coordinates": [[0.10, -1.46, -0.49], [-0.46, -1.09, 0.69], [-1.00, 0.28, 1.26], [-0.61, 0.47, -0.11], [0.64, 0.94, -0.79], [1.18, -0.15, -1.47], [2.84, -0.48, -2.20], [-1.04, -1.92, 1.08], [0.61, -0.89, 0.83], [-0.34, 0.72, 2.00], [-2.07, 0.26, 1.49], [-1.39, 0.21, -0.84], [1.30, 1.36, -0.01], [0.25, 1.75, -1.45]], "homo_lumo_gap_ev": [6.565, 10.777], "e_tot_ha": -1382.9957, "homo_ev": [-10.75, -14.99], "fmax_ev_per_a": 4.52, "multiplicity": 7, "charge": 1}

***

{"formula": "C4H8N", "method": "wB97M-V/def2-TZVPD", "symbols": ["C", "C", "C", "C", "N", "H", "H", "H", "H", "H", "H", "H", "H"], "coordinates": [[0.13, -0.50, 0.49], [-0.37, 0.72, 1.30], [0.52, -1.84, 0.36], [-0.26, 1.21, -1.41], [-0.18, 0.60, -0.16], [-1.51, 0.67, 1.59], [0.21, 1.45, 1.87], [0.68, -2.19, -0.72], [-0.07, -2.48, 1.06], [1.59, -1.66, 0.71], [0.43, 0.67, -1.96], [0.10, 2.30, -1.32], [-1.27, 1.05, -1.81]], "homo_lumo_gap_ev": 11.428, "e_tot_ha": -211.6043, "smiles": "CC1=[N+](C)C1", "e_above_lowest_ev": 1.818, "homo_ev": -15.89, "fmax_ev_per_a": 6.28, "charge": 1}

***

{"formula": "C4H8N", "method": "wB97M-V/def2-TZVPD", "symbols": ["C", "C", "C", "C", "N", "H", "H", "H", "H", "H", "H", "H", "H"], "coordinates": [[0.37, 1.79, -0.34], [0.45, 0.47, -1.06], [0.69, 0.49, 0.39], [-0.62, -1.62, 0.43], [-0.57, -0.22, 0.27], [1.13, 2.43, -0.47], [-0.55, 2.25, -0.22], [0.74, -0.13, -1.86], [1.40, 0.21, 1.06], [-0.27, -1.91, 1.42], [-1.58, -1.98, 0.04], [0.18, -2.10, -0.20], [-1.37, 0.33, 0.53]], "homo_lumo_gap_ev": 11.737, "e_tot_ha": -211.5774, "smiles": "C[N@H+]1[C@@H]2C[C@@H]21", "e_above_lowest_ev": 2.550, "homo_ev": -16.11, "fmax_ev_per_a": 4.53, "charge": 1}